{
  "formula": "C35H71ClN3O13PS4",
  "method": "ωB97M-V/def2-TZVPD",
  "species": ["C", "C", "C", "C", "C", "C", "C", "C", "C", "C", "C", "Cl", "O", "C", "O", "C", "C", "C", "C", "C", "C", "C", "C", "C", "C", "C", "C", "S", "C", "N", "N", "C", "O", "P", "N", "O", "H", "H", "H", "H", "H", "H", "H", "H", "H", "H", "H", "H", "H", "H", "H", "H", "H", "H", "H", "H", "H", "H", "H", "H", "H", "H", "H", "H", "H", "H", "H", "H", "H", "H", "H", "H", "H", "H", "H", "H", "H", "H", "H", "H", "H", "H", "H", "O", "S", "O", "O", "C", "C", "C", "H", "H", "H", "H", "H", "H", "H", "H", "O", "S", "O", "O", "C", "C", "C", "H", "H", "H", "H", "H", "H", "H", "H", "O", "S", "O", "O", "C", "C", "C", "H", "H", "H", "H", "H", "H", "H", "H"],
  "coordinates": [[11.134, -2.140, 1.226], [11.059, -1.767, -0.275], [10.249, -0.467, -0.489], [8.779, -0.742, -0.840], [8.144, 0.446, -1.542], [6.645, 0.231, -1.867], [5.817, 1.482, -1.539], [4.548, 1.648, -2.420], [3.317, 1.268, -1.569], [2.015, 1.663, -2.264], [0.802, 1.747, -1.373], [0.845, 0.288, -0.213], [0.854, 2.839, -0.463], [-0.395, 2.760, 0.179], [-0.557, 2.642, 1.366], [-1.369, 2.782, -0.980], [-2.850, 2.549, -0.700], [-3.411, 3.700, 0.175], [-3.731, 3.282, 1.605], [-0.579, 1.903, -2.007], [-1.204, 0.682, -2.664], [-1.800, -0.365, -1.704], [-1.877, -1.733, -2.378], [-2.221, -2.857, -1.406], [-3.580, -2.702, -0.718], [-4.711, -3.562, -1.331], [-6.074, -2.850, -1.305], [-7.002, -3.121, 0.240], [-5.782, -2.827, 1.448], [-5.309, -3.623, 2.329], [-4.341, -2.923, 3.023], [-4.296, -1.754, 2.512], [-5.189, -1.605, 1.511], [-0.400, 3.067, -3.533], [-2.004, 3.598, -3.929], [0.327, 4.441, -2.982], [12.089, -1.836, 1.638], [11.017, -3.208, 1.392], [10.327, -1.642, 1.760], [10.675, -2.587, -0.875], [12.082, -1.553, -0.577], [10.740, 0.102, -1.279], [10.328, 0.088, 0.443], [8.779, -1.648, -1.446], [8.283, -0.991, 0.100], [8.243, 1.305, -0.882], [8.686, 0.602, -2.473], [6.327, -0.587, -1.220], [6.516, -0.101, -2.894], [6.433, 2.378, -1.562], [5.493, 1.380, -0.503], [4.635, 0.894, -3.199], [4.468, 2.660, -2.804], [3.383, 1.849, -0.651], [3.389, 0.201, -1.397], [1.798, 1.007, -3.105], [2.197, 2.652, -2.687], [-1.329, 3.835, -1.280], [-3.396, 2.533, -1.640], [-3.039, 1.629, -0.155], [-2.714, 4.536, 0.218], [-4.322, 4.083, -0.285], [-3.942, 4.183, 2.180], [-4.605, 2.637, 1.668], [-2.898, 2.791, 2.102], [-1.967, 0.939, -3.401], [-0.427, 0.170, -3.234], [-2.825, -0.069, -1.492], [-1.288, -0.419, -0.752], [-0.935, -1.981, -2.870], [-2.628, -1.691, -3.173], [-2.207, -3.797, -1.963], [-1.463, -2.944, -0.634], [-3.933, -1.674, -0.740], [-3.434, -2.948, 0.329], [-4.435, -3.775, -2.361], [-4.778, -4.458, -0.718], [-6.659, -3.264, -2.121], [-5.978, -1.784, -1.494], [-3.681, -0.916, 2.776], [-2.701, 2.911, -3.668], [-2.232, 4.487, -3.486], [-0.172, 5.206, -3.303], [-1.831, -1.533, 1.694], [-0.670, -2.192, 2.225], [0.035, -3.156, 1.440], [-1.057, -2.840, 3.623], [-2.223, -3.694, 3.673], [-1.938, -5.082, 3.135], [0.460, -0.986, 2.826], [-3.055, -3.225, 3.145], [-2.499, -3.752, 4.724], [-1.749, -5.058, 2.062], [-2.791, -5.736, 3.317], [-1.055, -5.506, 3.613], [-0.086, -0.290, 3.458], [0.864, -0.467, 1.955], [1.254, -1.478, 3.382], [-5.210, -8.912, 5.794], [-6.294, -8.103, 6.261], [-7.648, -8.498, 6.034], [-6.088, -6.618, 5.742], [-5.871, -6.417, 4.326], [-7.168, -6.489, 3.545], [-6.076, -7.766, 7.976], [-5.139, -7.133, 3.949], [-5.438, -5.425, 4.224], [-7.575, -7.501, 3.554], [-7.001, -6.196, 2.509], [-7.918, -5.832, 3.983], [-5.062, -7.413, 8.137], [-6.245, -8.696, 8.514], [-6.803, -7.018, 8.280], [2.792, 7.083, -3.063], [1.727, 7.968, -2.712], [0.399, 7.750, -3.208], [2.166, 9.458, -3.046], [2.651, 9.736, -4.376], [1.524, 9.870, -5.380], [1.660, 8.139, -0.963], [3.366, 8.970, -4.680], [3.195, 10.675, -4.300], [1.023, 8.916, -5.542], [1.913, 10.217, -6.338], [0.774, 10.576, -5.024], [2.658, 8.358, -0.595], [1.305, 7.193, -0.559], [0.967, 8.939, -0.715]],
  "forces_ev_per_a": [[-0.4106, -0.2530, -0.5593], [0.3324, 0.6643, 0.8413], [0.2316, -0.9044, -0.2143], [0.9853, 0.0775, 0.3418], [-0.6245, -0.7835, -0.0291], [0.6467, 0.2903, 0.7160], [-0.4387, -0.2132, -0.3524], [0.2268, -0.8033, 1.1843], [0.2234, 0.8517, -0.8058], [0.3577, 0.0390, 0.0388], [-0.2256, 0.2971, 0.6777], [0.3870, -0.2993, -0.6467], [0.2831, -0.4798, 0.7517], [-0.5025, -0.0113, 0.7521], [0.5198, 0.6216, -1.5363], [-0.1905, -0.7614, 0.4742], [0.1681, 0.4833, 0.8319], [-0.1380, -0.3971, -0.0162], [-0.0505, 0.3673, 0.2064], [-0.7637, 1.8688, -0.7325], [0.1956, -0.7807, 0.9611], [-0.6822, 0.0029, -0.5942], [0.0070, -0.0988, 0.2278], [-0.2299, -0.0782, -0.1463], [-0.2349, -0.2137, -0.2005], [0.3425, 0.8983, 0.7316], [0.7074, -0.3430, -0.1302], [-0.4050, -0.1648, -0.0158], [0.0827, 0.5074, -0.7304], [-0.1965, -0.8027, -0.0091], [-5.1381, 1.3352, -0.2463], [-1.1905, 0.7991, -0.5067], [0.0010, 0.4194, 0.1875], [1.1859, -1.2228, -1.7546], [0.5469, 0.3361, 0.8847], [-1.0396, -0.0949, 0.2071], [0.0479, 0.1100, 0.2283], [0.0837, -0.1107, 0.0360], [0.0097, -0.0043, 0.2273], [-0.0458, -0.0354, -0.1224], [0.0885, -0.2556, -0.3472], [-0.1688, 0.2060, -0.0898], [-0.0483, 0.4323, -0.0693], [-0.3370, 0.0395, -0.2565], [-0.3874, 0.0241, -0.0835], [0.1407, 0.2474, -0.1312], [0.1702, 0.4012, 0.0331], [-0.3351, -0.1322, -0.1335], [-0.0113, 0.0766, -0.1417], [0.1393, 0.0744, -0.2545], [0.0556, 0.1591, 0.1556], [-0.1294, 0.4201, -0.5845], [-0.0552, 0.0214, -0.2556], [-0.0715, -0.2895, 0.3161], [-0.2264, -0.1072, 0.4434], [-0.0997, -0.1410, -0.0502], [-0.3088, 0.1794, -0.0419], [0.2454, 0.0283, -0.2646], [0.0229, -0.2511, -0.1382], [0.1007, -0.2919, -0.1830], [0.1380, 0.0513, -0.1348], [-0.0578, 0.1044, -0.0109], [-0.1669, -0.0041, 0.1620], [-0.0758, -0.1028, -0.0982], [0.1404, -0.0908, -0.1549], [-0.0438, 0.1946, -0.0704], [0.2057, 0.1811, -0.1401], [-0.0993, 0.1090, 0.1987], [-0.0310, -0.0662, -0.1404], [0.1522, 0.0788, 0.0192], [-0.0597, -0.0251, -0.1162], [0.0164, -0.1327, 0.0674], [0.2760, 0.1143, -0.0602], [0.2957, 0.2415, 0.0338], [-0.1204, -0.0629, 0.1078], [-0.1589, -0.2915, -0.1209], [-0.0719, -0.4607, -0.4757], [-0.5699, -0.0646, 0.2531], [0.0639, 0.1083, 0.0596], [0.0715, -0.0043, -0.0052], [-0.1574, 0.0708, -0.1716], [-0.2729, -0.1344, 0.0926], [0.3976, 0.3604, 0.1166], [0.0634, 0.0553, -0.4885], [0.4387, -0.3570, 1.4946], [-0.1176, 0.0414, -0.4456], [1.0655, 0.5631, -0.2077], [1.8218, -1.2512, -0.0015], [0.2663, 0.0906, -0.0257], [0.0224, 0.0995, -0.0178], [2.8935, -1.1588, 0.8237], [0.0629, 0.2382, 0.0980], [-0.0157, -0.0093, -0.0513], [-0.0388, 0.0092, 0.0591], [-0.0178, -0.1402, 0.0455], [-0.0004, 0.0217, -0.0176], [-0.0735, -0.1032, 0.3093], [-0.0559, -0.0905, -0.0362], [-0.0755, -0.1718, -0.1425], [0.0926, 0.4385, 0.2417], [-0.0197, -0.2263, -0.0786], [0.1232, -0.0009, 0.1167], [-0.1178, 0.1600, -0.6596], [-0.1363, -0.2465, 0.0844], [0.0306, 0.0502, 0.0703], [-0.0133, -0.1201, 0.1970], [0.0019, 0.0300, 0.2621], [0.0135, 0.0068, -0.0060], [0.0954, 0.0802, 0.0324], [0.0526, 0.0751, -0.0263], [0.0040, -0.0007, -0.0229], [-0.0175, -0.0351, -0.0658], [-0.0175, -0.0069, -0.0248], [-0.0754, -0.1693, -0.2590], [0.1487, 0.3618, 0.4427], [-0.0292, -0.3003, -0.1388], [-0.0568, -0.0387, 0.1412], [0.1032, 0.1583, -0.6428], [-0.1786, -0.1875, 0.0943], [-0.0238, 0.0644, 0.0729], [-0.0523, -0.0953, 0.1490], [-0.0328, -0.0097, 0.2573], [0.0257, -0.0016, -0.0149], [0.0587, 0.0322, 0.0350], [0.0531, 0.0648, -0.0199], [0.0105, -0.0065, -0.0252], [0.0072, -0.0390, -0.0761], [-0.0103, -0.0036, -0.0250]],
  "lowdin_charge": [-0.108, -0.251, -0.230, -0.228, -0.213, -0.200, -0.203, -0.182, -0.228, -0.191, -0.650, 0.841, -0.010, -0.415, 0.152, -0.207, -0.137, -0.234, -0.108, -0.445, -0.194, -0.225, -0.192, -0.186, -0.204, -0.224, -0.452, 0.981, -0.689, 0.122, 0.020, -0.148, 0.051, 0.911, -0.151, -0.282, 0.064, 0.062, 0.062, 0.094, 0.092, 0.103, 0.103, 0.110, 0.116, 0.108, 0.112, 0.104, 0.104, 0.102, 0.104, 0.102, 0.109, 0.113, 0.102, 0.124, 0.108, 0.120, 0.101, 0.109, 0.105, 0.103, 0.071, 0.070, 0.058, 0.101, 0.108, 0.091, 0.039, 0.113, 0.118, 0.112, 0.085, 0.093, 0.081, 0.108, 0.107, 0.073, 0.075, 0.150, 0.016, 0.039, 0.035, -0.296, 0.573, -0.267, -0.250, -0.260, -0.052, -0.127, -0.041, 0.129, 0.070, 0.068, 0.082, 0.080, -0.021, 0.080, -0.276, 0.561, -0.275, -0.264, -0.255, -0.073, -0.125, 0.112, 0.092, 0.071, 0.069, 0.086, 0.073, 0.075, 0.074, -0.266, 0.563, -0.287, -0.261, -0.249, -0.072, -0.115, 0.115, 0.122, 0.071, 0.082, 0.085, 0.077, 0.077, 0.076],
  "e_tot_ha": -4912.7692
}